2 unconnected molecules or ions with the total composition C4H7O3 at a distorted geometry. Source: the OMol25 dataset; level of theory: wB97M-V/def2-TZVPD.

Properties
Maximum force: 0.103 Eh/bohr
Net charge: +1
2S+1: 1
Molecular weight: 103.097 g/mol
Highest occupied orbital energy (alpha / beta): -11.073 / -13.188 eV
ΔE to the lowest compared entry with this formula, charge and spin: 5.8064 eV
LUMO energy (alpha / beta): -5.255 / -4.469 eV
E: -381.8198 hartree

Geometry as XYZ:
```
14
Properties=species:S:1:pos:R:3:forces:R:3:nbo_charge:R:1
C -0.4240 -1.7250 0.3768 0.017 -2.257 -1.436 -0.7329
O -1.8285 0.0847 -0.3308 1.231 0.567 -1.177 -0.3808
H 0.0037 -1.6631 1.3971 -0.042 0.663 -0.662 0.2709
H -0.0838 -0.4731 -1.5513 -1.883 0.275 1.769 0.2595
O -3.9548 0.7517 0.2838 2.542 -1.421 -0.048 -0.3289
C -2.8947 0.3229 0.0556 -4.563 2.124 0.516 1.1083
H 0.8564 3.1985 -0.5079 -0.113 -1.270 0.385 0.1866
H -1.4043 -2.2686 0.4834 0.679 0.426 0.015 0.2381
H 1.7472 1.1248 -0.2999 0.218 -0.355 -0.063 0.5146
C -0.6146 -0.5648 -0.5320 2.527 -2.139 -0.661 0.1592
C 0.4178 2.3402 0.0566 -2.358 4.736 0.165 -0.0799
O 0.8739 1.1408 0.1087 1.570 -2.131 0.316 -0.6355
H -0.5088 2.5600 0.6342 0.936 -0.396 -0.414 0.1494
H 0.2030 -2.4718 -0.2527 -0.759 1.177 1.294 0.2714
```
Forces are in eV/Å.

---

A molecular structure, C54H48IN6O2S5Sn. Source: the OMol25 dataset; level of theory: wB97M-V/def2-TZVPD.

Properties
Maximum force: 0.014 Eh/bohr
Net charge: -1
2S+1: 1
Molecular weight: 1218.968 g/mol
Highest occupied orbital energy: -2.997 eV
ΔE to the lowest compared entry with this formula, charge and spin: 1.9890 eV
LUMO energy: 1.681 eV
E: -5068.2174 hartree

Geometry as XYZ:
```
117
Properties=species:S:1:pos:R:3:forces:R:3:mulliken_charge:R:1
H 1.0424 -5.2042 5.2430 0.006 -0.010 -0.005 0.4639
C 0.0584 2.3254 3.4068 0.071 -0.013 -0.221 -0.5517
C -2.0405 -2.6833 -0.7834 -0.069 -0.170 -0.003 0.2131
H -3.1382 1.8193 -5.7270 -0.038 0.033 0.004 0.3580
C -2.6666 2.3261 -3.7787 0.054 0.078 -0.245 -2.0281
C -0.9844 -5.4201 4.5745 -0.009 -0.053 0.019 -0.6482
C -1.7596 -0.3942 3.6094 0.034 -0.158 0.017 0.7860
H -3.6797 2.0890 -3.4702 -0.019 -0.006 -0.018 0.5824
H -3.2001 -1.5283 -4.2091 -0.007 0.019 -0.007 0.3821
H -0.5810 -0.5788 5.3949 0.006 0.009 -0.003 0.2500
C 1.7089 -3.1961 0.6844 -0.055 -0.112 -0.009 -0.2184
S 1.6369 0.3779 2.1946 0.234 -0.146 -0.156 1.4621
C -0.6724 -2.9398 3.4429 -0.107 0.233 0.143 0.6508
H 0.0904 4.2259 -7.0951 -0.022 -0.011 -0.053 0.4257
C -1.7494 3.4095 2.2508 -0.022 0.020 0.055 -0.8707
H 2.1336 -2.2261 0.4428 -0.001 0.004 0.022 0.1609
H -2.8217 -4.3089 -3.6317 -0.010 0.000 0.001 0.3937
C -1.4503 2.7144 1.0937 0.078 -0.002 -0.147 -0.5503
H -0.8665 -3.3298 -2.4563 -0.008 0.046 -0.023 0.6189
H 2.4088 3.6963 -7.0387 0.004 -0.010 0.044 0.3124
H -2.9799 -5.3721 3.7733 -0.001 -0.007 0.006 0.4619
N -2.6601 2.5437 -5.2105 0.100 -0.130 0.063 -0.0635
C -0.2396 -4.6398 0.7836 0.076 0.008 -0.027 -0.3155
H 6.8478 2.8900 -1.5814 0.001 -0.005 -0.002 0.3776
H -1.6188 3.1968 -6.8700 -0.019 0.013 -0.009 0.1341
S -2.5340 0.6603 -1.6329 0.084 0.265 -0.172 -0.1704
H 1.3194 -2.9472 4.2035 -0.011 -0.011 -0.001 0.4458
H -2.2352 0.6531 6.7768 -0.007 -0.001 0.001 0.4456
C 1.9139 -5.4634 1.4716 -0.015 0.049 -0.031 -0.6666
C -0.5950 -0.7088 -4.5177 0.002 0.193 -0.035 1.8018
H -1.3550 -2.7322 -4.7221 0.004 0.031 -0.031 0.0610
H -3.4162 -2.0556 0.7298 -0.013 0.057 0.019 0.1245
N 0.8685 -0.9131 3.0096 0.335 0.335 0.101 -0.1239
C -1.4979 -0.2008 4.9587 -0.090 0.039 0.064 -0.7809
C -2.4237 0.4864 5.7242 0.071 -0.050 -0.020 -0.7576
H 5.1984 3.1554 3.8522 0.014 -0.006 0.011 0.4124
H -3.1628 -0.5095 -5.6455 0.000 -0.012 -0.001 0.4398
C 2.7505 0.3161 4.7880 0.035 0.060 0.052 0.1294
C -0.2728 3.1823 -5.2795 0.140 -0.197 0.084 1.0231
C 3.5858 3.3108 -2.5085 0.222 -0.005 0.064 0.0628
C -1.8870 -3.5927 3.3059 -0.110 -0.179 0.146 -0.7613
C -1.7204 1.2222 -3.2292 -0.017 -0.072 0.369 4.1212
I 5.1369 0.6976 -2.7510 0.223 -0.015 -0.193 0.0089
C 4.6075 5.4057 -1.7634 -0.011 0.017 -0.049 -0.8326
H -3.0527 -0.0582 1.9410 0.000 0.020 -0.054 0.5243
N -1.1888 -1.3585 1.3021 -0.074 0.027 -0.509 0.2375
H 1.9715 4.0277 -4.2457 -0.029 0.021 0.035 0.5832
C 5.9139 3.4073 -1.7574 -0.018 0.042 -0.016 -0.4572
C -1.6723 0.0080 -4.1487 0.037 -0.017 0.212 -0.8153
N 2.3526 0.0723 0.9716 -0.302 0.209 0.420 -0.7417
C 2.6838 0.9269 3.5469 0.101 -0.186 0.053 0.0159
H 2.0653 -0.4844 5.0290 -0.008 0.000 0.000 0.1220
C -2.9514 -3.8351 -2.6671 -0.006 -0.068 0.025 -0.9547
H -4.3069 1.5118 5.7342 0.004 -0.004 0.001 0.3872
H -1.2992 -4.7906 0.6190 0.008 0.012 -0.009 0.4788
C 1.5975 3.1698 -3.6848 0.163 0.028 0.020 -1.3017
C -4.3873 -3.1112 -0.8748 0.040 0.001 0.041 -1.0482
C -3.5876 0.9684 5.1341 -0.023 0.042 0.072 -0.6342
H 3.7731 0.2633 6.6737 0.007 -0.013 -0.003 0.4269
C -1.8544 -3.3022 -2.0125 -0.077 0.038 0.043 -0.3640
O 0.1731 1.7725 -1.8568 0.410 -0.514 0.231 -0.5157
C 3.5650 1.9432 3.1969 0.038 -0.021 0.116 -0.5108
S 1.1261 -0.3094 -4.2863 0.005 -0.306 0.194 -0.6812
O 1.7824 3.1310 -6.5765 -0.084 0.066 -0.015 -0.4862
C -3.0415 -0.5038 -4.5543 0.016 0.002 -0.036 -2.4554
C 0.2205 -4.7490 4.7063 0.040 0.138 -0.066 -0.7439
C 0.3582 1.6346 2.2259 -0.213 -0.020 0.187 0.4322
S -0.5474 -1.9859 -0.1146 -0.323 0.195 -0.039 1.5529
H -2.6940 -3.1305 2.7498 0.020 -0.020 -0.014 0.2502
H 4.5065 6.4694 -1.5822 -0.027 -0.005 0.036 0.3406
H -1.1013 -6.4050 5.0087 -0.005 0.007 0.019 0.3938
H -5.0719 -4.1480 -2.6199 -0.003 0.001 -0.003 0.3838
C 4.5116 2.3624 4.1179 -0.028 0.015 -0.021 -0.6950
C 0.3482 -3.4130 0.5048 0.120 -0.087 -0.048 0.3482
H -1.3883 -1.8120 -6.2204 -0.010 0.007 -0.012 0.3774
C 3.7114 0.7360 5.7015 -0.044 0.017 -0.027 -0.7763
H 3.5198 2.3770 2.2056 -0.009 -0.008 -0.018 0.6471
S -0.5584 -1.3304 2.6802 -0.159 -0.160 0.200 0.8276
H 0.1508 -2.4183 -5.5946 -0.013 0.009 0.000 0.4489
H -1.2383 3.7586 4.3170 0.003 0.011 -0.006 0.4298
C -0.3473 1.8865 -3.0131 -0.397 0.352 -0.398 -1.9286
N 0.1767 -1.1733 -1.0425 0.468 -0.038 -0.003 -0.7043
C -2.0412 -4.8444 3.8788 -0.006 0.101 -0.044 -0.7452
H 2.5687 5.1867 -2.3872 0.014 0.016 0.018 0.4386
H 0.1108 -6.6325 1.4896 -0.004 -0.004 -0.005 0.4384
H 0.9954 4.8584 -5.7294 0.013 0.035 -0.022 0.4037
C 4.8355 2.7010 -2.2626 -0.110 0.079 -0.042 -0.2820
H -4.7244 1.1663 3.3258 0.006 0.001 -0.011 0.4916
C 0.3852 -3.4884 4.1386 0.059 -0.206 0.055 -0.1894
H 6.6570 5.3141 -1.1014 0.005 0.000 0.000 0.3829
C -3.2947 -2.5752 -0.2077 0.047 -0.129 -0.043 0.2231
C -4.2147 -3.7434 -2.0967 -0.008 0.018 -0.044 -0.5531
C 4.5879 1.7571 5.3673 0.003 0.014 -0.011 -0.4716
N 2.4772 2.5918 -2.8940 -0.105 0.118 -0.008 0.2274
C -1.4857 2.9566 -5.8195 -0.075 0.113 0.122 -0.7699
C -0.8076 -1.9875 -5.3104 0.144 0.063 -0.015 -1.5330
C 0.2800 2.7546 -3.9621 -0.326 -0.094 -0.046 0.9437
H -0.1986 1.2818 0.1484 -0.021 -0.090 0.062 -0.5360
H -5.3772 -3.0167 -0.4473 0.000 0.017 0.000 0.4270
C 5.8106 4.7682 -1.4973 -0.042 -0.037 -0.047 -0.5723
C -0.9965 3.2178 3.4100 -0.051 -0.031 -0.056 -0.8202
C 2.4884 -4.2323 1.1798 -0.029 -0.013 0.018 -0.8030
H -2.5824 4.1029 2.2616 0.018 0.021 -0.001 0.3966
H -3.8312 0.0929 -4.1037 -0.002 -0.017 0.003 0.3375
C -0.3898 1.8109 1.0746 0.033 0.063 0.037 0.6877
H 3.5486 -4.0748 1.3301 0.009 -0.002 -0.001 0.4844
H 5.3405 2.0766 6.0771 -0.007 0.014 0.004 0.3742
H -2.0183 2.8222 0.1748 -0.045 -0.043 0.075 0.4436
C -2.9076 0.0780 3.0041 -0.099 0.193 0.044 -0.0470
C 0.6504 3.9309 -6.2046 0.140 -0.093 -0.011 -1.8875
Sn 1.7869 0.2880 -1.8261 -0.318 0.019 -0.431 0.9184
C -3.8281 0.7719 3.7856 0.090 -0.064 -0.119 -1.0552
H -2.3958 3.2687 -3.2985 -0.063 0.013 0.053 0.3344
H 0.6456 2.1767 4.3026 0.011 -0.034 0.019 0.4303
H 2.5292 -6.2700 1.8504 0.007 -0.009 0.001 0.4021
C 0.5544 -5.6697 1.2692 -0.002 0.047 -0.010 -0.8658
C 3.5228 4.6936 -2.2471 -0.043 -0.003 0.029 0.1809
```
Forces are in eV/Å.

---

2 unconnected molecules or ions with the total composition C11H23BBr2NO2 at a distorted geometry. Source: the OMol25 dataset; level of theory: wB97M-V/def2-TZVPD.

Properties
Maximum force: 0.069 Eh/bohr
Net charge: -1
2S+1: 1
Molecular weight: 371.930 g/mol
Highest occupied orbital energy: -3.777 eV
LUMO energy: 2.602 eV
E: -5811.0343 hartree

Geometry as XYZ:
```
40
Properties=species:S:1:pos:R:3:forces:R:3:nbo_charge:R:1
H 0.9908 -0.3308 1.5371 -0.050 0.068 0.042 0.1794
H 2.9659 3.1608 2.7862 -0.099 0.036 -0.098 0.1800
H 2.0870 1.3161 -0.7774 -0.089 0.123 0.105 0.2070
H -3.7057 -1.6962 -2.9737 1.157 0.699 -0.072 0.1571
C 1.3890 4.6880 1.2661 0.050 -0.019 0.101 -0.6139
C -2.5814 -1.5916 -3.1114 0.686 0.413 -0.942 -0.0874
H 1.2948 0.6933 3.3698 -0.124 0.091 -0.060 0.2087
H -1.9778 -0.8752 -1.1065 -0.355 -1.298 -0.812 0.1894
C -2.0785 -4.4038 -1.2294 -0.098 2.266 2.249 -0.0782
H 3.4098 1.5113 2.5348 -0.122 -0.041 -0.243 0.1911
H 2.3375 5.0939 0.9044 -0.014 -0.071 0.060 0.2036
H 0.5891 5.3542 0.9329 0.024 -0.070 -0.001 0.2072
C 1.4637 1.7697 3.4067 -0.031 -0.170 0.306 -0.6378
H -2.6222 -5.3457 0.7988 0.586 -0.068 -1.409 0.2410
B -0.6313 -0.3113 -3.0450 -0.553 0.867 0.323 0.4287
Br -1.7082 -4.8984 -3.1321 -0.343 0.377 1.936 0.0334
H -2.2825 -2.2449 -4.0081 -0.400 0.002 1.820 0.1703
H 0.7925 -0.5670 -0.1914 -0.098 0.121 -0.038 0.2586
Br -2.3453 -2.5915 1.1117 0.248 -0.472 -1.628 -0.0072
H 3.0059 0.4894 0.4403 0.056 0.130 0.166 0.1801
H -0.6375 0.6508 -2.3033 0.605 0.617 0.463 -0.1672
C -2.0350 -3.0483 -0.8146 0.646 -2.579 -2.351 -0.0444
H 1.3937 4.7091 2.3589 0.034 0.029 -0.039 0.1928
H 1.7614 2.0083 4.4325 0.001 0.021 -0.024 0.1964
H 1.0629 3.3727 -0.3656 0.050 -0.290 0.075 0.2085
C 2.0954 1.0783 0.2922 -0.109 0.038 -0.291 -0.2113
C -2.4078 -5.6291 -0.2758 -0.482 -0.182 -1.352 -0.6677
H -1.5864 -6.4221 -0.3588 -1.120 1.181 0.222 0.2253
N 2.2144 2.3383 1.0295 0.371 -0.082 -0.046 -0.4572
H -3.3781 -6.0988 -0.6813 1.448 0.531 0.548 0.2189
H -0.0510 0.7588 0.6002 0.061 -0.034 -0.059 0.2086
H 0.5150 2.2768 3.2182 0.051 -0.025 -0.049 0.2047
H 0.1078 -0.1886 -3.9751 0.710 -0.248 -0.332 -0.1314
H 0.1756 2.9303 1.0843 -0.139 0.037 -0.037 0.1615
O -0.4123 -1.5389 -2.2107 -1.192 -1.358 0.361 -0.7267
C -1.7491 -1.8025 -1.7569 0.016 1.335 0.228 -0.0012
C 0.8847 0.1961 0.5868 0.011 -0.319 0.025 -0.6475
O -2.0605 -0.2980 -3.5348 -1.473 -2.029 0.813 -0.7454
C 2.5645 2.2023 2.4381 0.043 0.318 -0.044 -0.2121
C 1.1493 3.2843 0.7224 0.035 0.056 0.084 -0.2160
```
Forces are in eV/Å.

---

3 unconnected molecules or ions with the total composition C2H2NO3P at a distorted geometry. Source: the OMol25 dataset; level of theory: wB97M-V/def2-TZVPD.

Properties
Maximum force: 0.058 Eh/bohr
Net charge: -2
2S+1: 1
Molecular weight: 119.016 g/mol
Highest occupied orbital energy (alpha / beta): 0.867 / 0.867 eV
ΔE to the lowest compared entry with this formula, charge and spin: 6.9170 eV
LUMO energy (alpha / beta): 4.034 / 4.165 eV
E: -699.0115 hartree

Geometry as XYZ:
```
9
Properties=species:S:1:pos:R:3:forces:R:3:nbo_charge:R:1
P -2.1152 -2.8058 -3.7524 -0.543 0.198 -0.026 -0.8650
H -2.6851 -1.5745 -4.3486 0.695 -0.696 0.063 -0.0662
O 0.1316 -1.5196 3.7916 0.177 0.219 -0.136 -0.2603
C 1.2250 -0.0381 2.5166 -0.196 -2.723 1.174 0.3363
O 1.8031 2.7049 0.6047 0.410 0.041 -0.588 -0.6964
H -0.9070 -2.9359 -4.5198 -0.220 0.404 -0.175 -0.0676
O 0.1042 2.8014 2.1004 -0.600 0.741 -0.138 -0.7019
C 1.0579 2.3518 1.4894 -0.247 0.714 0.685 0.8797
N 1.3855 1.0158 2.1182 0.524 1.102 -0.858 -0.5587
```
Forces are in eV/Å.